[1]
C34H47BrI2LuNO5PSe | ωB97M-V with the def2-TZVPD basis set

The geometry in XYZ format:
```
93
Properties=species:S:1:pos:R:3:mulliken_charge:R:1
Lu 0.1087 0.5794 1.7364 0.37
I -0.1761 2.9281 3.5857 0.30
I -1.6953 2.8613 6.1173 -0.56
Br 2.5985 0.4481 2.6869 -0.60
Se 1.2519 3.2520 1.4015 -0.34
P 0.6815 -1.6988 0.0182 -0.09
O -2.1172 -2.2361 3.9430 -0.72
O -1.0320 1.6054 0.1075 0.45
O -0.4641 -0.9659 3.1896 -0.80
O -5.0620 2.3943 4.2707 -0.60
O -2.7982 2.8615 -0.4945 -0.77
N -2.2266 0.5709 2.0580 0.16
C 1.6833 -1.1490 -1.4305 0.61
C -1.2659 6.1701 -0.2964 -0.74
C 0.1943 4.3466 0.2226 0.55
C -0.4773 5.4957 0.6392 0.91
C -1.9033 -1.1398 -0.8670 0.73
C 3.6836 -2.1558 -2.6653 -1.05
C 2.8536 -0.2265 -0.9701 -0.39
C -2.3684 6.3892 -2.5700 -1.62
C -1.6729 -1.1969 3.5086 0.11
C -2.8513 1.6369 1.5634 0.54
C 4.1472 -0.7722 -3.1117 -0.98
C 1.1098 2.8630 -1.6629 -1.37
C 0.5993 -4.1968 1.3679 -0.80
C -3.8639 2.2551 2.2609 -0.74
C 3.6050 0.3372 -2.1713 -0.59
C 2.7738 -5.4827 1.5545 -0.71
C -2.7567 -2.1715 -2.9828 -0.93
C 2.7209 -2.9256 1.5934 -0.80
C -2.2080 2.1112 0.2616 0.41
C -0.5684 4.6989 -2.0251 -0.90
C -0.3538 6.0562 2.0307 -2.01
C -0.9527 -3.3452 -1.6828 -1.21
C 0.2192 3.9753 -1.1345 0.74
C 3.6032 -4.1901 1.6488 -0.94
C 1.5292 -3.2054 0.6718 0.66
C 1.3911 -5.2590 2.1646 -0.87
C -1.3060 -2.6748 -3.0178 -0.65
C 2.1722 -2.2171 -2.4317 -0.56
C -3.1403 -1.6536 -1.5862 -1.14
C -1.3771 5.7526 -1.6215 0.64
C -3.5675 0.5708 3.9889 -0.74
C -0.9503 -2.3101 -0.5458 -0.13
C -4.1695 1.7349 3.5147 0.70
C -2.5833 0.0021 3.2071 0.31
H -0.4908 7.1447 2.0030 0.46
H 3.2954 -6.2979 2.0589 0.49
H -0.0298 -4.6952 0.6245 0.31
H 0.6157 5.8347 2.4576 0.41
H -1.8286 7.0388 0.0338 0.36
H 0.9693 -0.4920 -1.9612 0.54
H 3.9746 -2.9151 -3.3905 0.57
H 4.1643 -4.1830 2.5953 0.48
H 4.2047 -2.4207 -1.7283 0.17
H -4.3298 3.1639 1.8927 0.57
H 3.3215 -2.0629 1.3007 0.17
H 2.4649 0.5810 -0.3457 0.04
H -1.4472 -0.3769 -1.5123 0.05
H -3.4418 -2.9782 -3.2832 0.36
H -0.5974 4.3783 -3.0695 0.22
H -1.1719 -3.3608 -3.8539 0.49
H 4.3482 -4.1826 0.8462 0.27
H 5.2396 -0.7424 -3.1585 0.37
H 4.4138 0.9550 -1.7983 0.57
H 2.3359 -2.6941 2.5842 0.43
H -4.7903 2.3119 5.2035 0.34
H -0.0708 -3.6698 2.0565 -0.08
H -0.6257 -1.8197 -3.1938 0.08
H 1.9123 -3.2265 -2.1216 0.24
H 1.1057 2.8778 -2.7568 0.45
H 2.1485 3.0050 -1.3451 0.44
H -3.5744 -2.4644 -0.9977 0.37
H -1.1026 5.6530 2.7016 0.33
H 0.7730 1.8961 -1.3189 -0.05
H -2.1357 6.1081 -3.5996 0.37
H -2.3981 7.4801 -2.4801 0.38
H -2.1927 -0.6477 0.0605 -0.80
H 3.7983 -0.5924 -4.1374 0.38
H -1.3144 -2.7658 0.3655 0.94
H -0.0068 -3.8824 -1.7561 0.44
H -3.8935 -0.8675 -1.6745 0.42
H 1.6664 -2.0693 -3.3955 0.35
H 1.5208 -4.9271 3.2067 0.37
H -2.8807 -1.3800 -3.7174 0.37
H 2.6748 -5.7976 0.5042 0.22
H -3.3662 6.0000 -2.3442 0.29
H 1.9245 -3.7075 -0.2102 0.28
H 3.5565 -0.7920 -0.3440 0.18
H -1.7168 -4.1109 -1.4765 0.56
H 0.8307 -6.1853 2.2160 0.51
H 2.9434 0.9915 -2.7487 -0.03
H -3.8153 0.1637 4.9620 0.46
```

Frontier orbital gap ... 7.320 eV
Relative energy (zero: lowest compared OMol25 entry of this formula, charge and spin) ... 0.0 kJ/mol
Total charge ... -1
E_tot ... -8902.87792 a.u.
HOMO level ... -5.294 eV

***

[2]
C9H14 | ωB97M-V with the def2-TZVPD basis set

The geometry in XYZ format:
```
23
Properties=species:S:1:pos:R:3:mulliken_charge:R:1
C 1.2196 2.7041 -0.2396 -1.27
C -2.1564 -1.5521 1.9598 -0.49
C 1.1016 1.2267 -0.4836 0.77
C 0.4320 -0.5755 -1.9553 -1.03
C 0.5748 -1.3984 -0.7271 -0.44
C 1.4763 0.3809 0.4683 -0.20
C 1.2418 -0.9652 0.3826 -0.72
C 0.5927 0.7574 -1.7528 -0.26
C -3.1856 -0.6244 1.3766 -0.93
H 0.2188 -0.9621 -2.8393 0.58
H 0.4624 1.5554 -2.5118 0.35
H -2.4472 -2.1845 2.6550 0.47
H -1.1343 -0.8587 2.3032 0.08
H 0.0781 -2.2496 -0.5142 0.55
H -1.5573 -2.0076 1.1875 -0.02
H 1.7662 0.6562 1.4371 0.30
H 1.3744 -1.6003 1.2576 0.44
H -3.9244 -0.2896 2.0442 0.36
H 2.1959 2.9856 -0.8168 0.26
H -3.5670 -1.1006 0.4464 0.24
H 1.3751 2.9177 0.8346 0.32
H 0.2245 3.1253 -0.6207 0.34
H -2.8457 0.2910 0.9635 0.30
```

Frontier orbital gap ... 9.605 eV
Relative energy (zero: lowest compared OMol25 entry of this formula, charge and spin) ... 267.6 kJ/mol
Total charge ... 0
SMILES ... Cc1ccccc1.CC
E_tot ... -351.22825 a.u.
HOMO level ... -8.635 eV

***

[3]
C15H25N5OS | ωB97M-V with the def2-TZVPD basis set

The geometry in XYZ format:
```
47
Properties=species:S:1:pos:R:3:mulliken_charge:R:1
S 1.1550 -3.4210 -1.2198 -0.30
O -1.7960 -2.7934 -0.9051 -0.57
N 1.2049 4.3412 1.1148 -0.27
N -1.7774 -0.7691 2.0568 0.19
N -2.2464 3.2479 0.2136 -0.04
N 0.5126 2.4104 2.3332 -0.56
N -0.2157 5.7476 0.7755 -0.75
C -0.9433 3.4515 0.6679 -0.89
C -2.0998 0.5258 2.6870 -1.56
C -1.9032 1.7214 1.8234 0.66
C 3.3925 -3.3958 -4.5909 -1.29
C 0.7963 -1.9484 -0.1250 -1.04
C 2.6489 -3.9431 -3.4007 -0.38
C -1.6883 -2.5222 0.4771 0.14
C 2.1783 -2.7385 -2.5791 -0.64
C -2.8479 2.2367 0.9581 -0.98
C -0.3496 -1.0812 1.9502 -0.82
C -0.2398 -2.2848 0.9851 0.12
C -0.6994 2.5206 1.6787 1.25
C 0.1124 4.4222 0.2534 -0.09
C -2.4409 -1.2531 0.8480 -0.77
C 1.4251 3.3122 2.0434 -0.30
H -3.1722 0.5113 2.9036 0.48
H -0.5030 5.6009 1.7327 0.27
H 0.0557 -1.3382 2.9532 0.16
H -0.9801 6.1444 0.2051 0.27
H 0.1351 -3.1689 1.5239 0.39
H -1.5514 0.7051 3.6059 0.40
H 3.7024 -4.1891 -5.2664 0.35
H 2.7853 -2.6885 -5.1350 0.35
H -3.8195 1.8317 0.8033 0.49
H 1.6015 -2.0312 -3.2045 0.40
H 1.5086 5.2585 1.3992 0.35
H 0.2664 -0.2186 1.5907 0.25
H -1.0408 -3.3454 -1.2339 0.32
H -2.6287 3.6022 -0.6598 0.25
H 2.3252 3.3471 2.6072 0.47
H 1.7052 -1.6992 0.4430 0.58
H 0.5336 -1.0412 -0.6873 0.37
H -2.3538 -0.5191 0.0517 0.40
H -3.4678 -1.4629 1.0661 0.31
H 0.3839 4.3977 -0.8279 0.38
H 3.2331 -4.5836 -2.7849 0.36
H 1.7880 -4.4646 -3.7604 0.36
H -2.0124 -3.3876 1.0371 0.26
H 4.3057 -2.8826 -4.2320 0.31
H 3.0219 -2.1656 -2.1761 0.36
```

Frontier orbital gap ... 8.299 eV
Relative energy (zero: lowest compared OMol25 entry of this formula, charge and spin) ... 178.9 kJ/mol
Total charge ... 0
SMILES ... CCCSC[C@H]1CN(Cc2c[nH]c3c2N=CN[C@@H]3N)C[C@H]1O
E_tot ... -1333.70569 a.u.
HOMO level ... -7.643 eV

***

[4]
C9H16N3OS2 | ωB97M-V with the def2-TZVPD basis set

The geometry in XYZ format:
```
31
Properties=species:S:1:pos:R:3:mulliken_charge:R:1
S 1.7086 1.5480 -1.5528 -0.14
S 2.0069 1.6002 1.5051 -0.10
O 1.5131 -1.2409 0.0862 -0.72
N -1.8905 0.9876 0.3754 0.19
N 5.0197 1.8935 -0.3287 -0.37
N 3.7920 -1.2901 0.0895 -0.18
C 4.0581 -2.7110 0.2164 -0.87
C 0.0941 0.7934 -1.1817 -0.78
C 2.6229 0.8670 -0.0518 1.31
C -2.8070 1.6763 -0.5118 -0.96
C -2.0874 -0.5198 0.3065 -0.69
C -0.4675 1.2596 0.2163 -0.27
C 0.3688 0.8357 1.4323 -1.10
C 2.6341 -0.7190 0.0336 0.41
C 3.9872 1.3693 -0.2363 -0.69
H -1.2958 -1.0190 0.7390 0.33
H 4.6498 -0.7141 0.0381 0.19
H -3.8297 1.2690 -0.2454 0.38
H -0.6455 1.0189 -2.0388 0.32
H 0.2840 -0.2791 -1.2684 0.43
H -2.0300 1.4552 1.2013 0.35
H -2.8502 2.7036 -0.2104 0.36
H 4.0733 -2.9791 -0.8691 0.32
H 3.2085 -3.0171 0.7635 0.31
H 0.0164 1.0901 2.3946 0.60
H -2.9702 -0.8294 0.8411 0.34
H 0.5817 -0.1861 1.6217 0.48
H -2.4966 1.4481 -1.4615 0.42
H -0.2095 2.4133 0.1994 0.42
H -2.0654 -0.6976 -0.7678 0.40
H 4.9350 -2.7228 0.8499 0.34
```

Frontier orbital gap ... 9.367 eV
Relative energy (zero: lowest compared OMol25 entry of this formula, charge and spin) ... 0.0 kJ/mol
Total charge ... +1
SMILES ... CNC(=O)[C@]1(C#N)SC[C@H]([NH+](C)C)CS1
E_tot ... -1388.10340 a.u.
HOMO level ... -12.347 eV

***

[5]
C8H9BrN2OS | ωB97M-V with the def2-TZVPD basis set

The geometry in XYZ format:
```
22
Properties=species:S:1:pos:R:3:mulliken_charge:R:1
Br -0.7362 -2.8714 -0.2533 -0.37
S -1.2214 -1.4166 2.4005 0.07
O 1.4442 -0.3237 2.0593 -0.64
N 3.4870 -1.4295 0.3845 -0.74
N 2.0790 -1.7253 0.4190 0.19
C 1.1690 -1.0576 1.1609 0.30
C -2.4167 1.9385 -0.7609 -0.51
C -0.3319 -1.2998 0.8743 0.28
C -0.2398 1.7043 -1.7844 -0.37
C -0.9490 0.2615 -0.0622 0.61
C 0.0455 0.7219 -0.9100 -0.50
C -2.2134 0.8071 0.0554 -0.31
C -1.5106 2.3363 -1.7001 -0.32
H 0.4516 2.0369 -2.6461 0.27
H -1.5038 -0.1276 2.5322 0.20
H -3.3731 2.4692 -0.6697 0.34
H 0.8883 0.0628 -1.0554 0.38
H 1.6705 -2.5545 -0.1353 0.18
H 3.7748 -1.1436 1.3557 0.27
H -1.7117 3.1210 -2.4879 0.29
H -2.8709 0.7684 1.0386 0.11
H 4.0684 -2.2782 0.1850 0.27
```

Frontier orbital gap (alpha / beta) ... 4.961 / 4.901 eV
Multiplicity ... 3
Total charge ... 0
E_tot ... -3466.90886 a.u.
HOMO level (alpha / beta) ... -4.501 / -8.962 eV

***

[6]
C4H6O3Si | ωB97M-V with the def2-TZVPD basis set

The geometry in XYZ format:
```
14
Properties=species:S:1:pos:R:3:mulliken_charge:R:1
Si 1.3924 -0.1712 0.5583 0.16
O -4.9849 1.6839 0.2203 -0.62
O -2.9896 -1.1094 -0.1212 -0.29
O -3.7439 0.5033 -1.3803 -0.26
C 1.0139 0.1768 -1.3416 -0.84
C -4.2160 0.7583 0.0095 0.53
C -3.0309 -0.5748 -1.3171 0.20
C -3.6769 -0.3224 0.7189 -0.45
H -2.6278 -0.9581 -2.2835 0.43
H 2.4356 -1.3418 0.4440 -0.06
H 0.0615 -0.2038 -1.7461 0.12
H 1.9153 -0.2040 -1.9979 0.30
H -3.6996 -0.5442 1.7069 0.45
H 0.9282 1.2319 -1.6565 0.33
```

Frontier orbital gap ... 7.297 eV
Relative energy (zero: lowest compared OMol25 entry of this formula, charge and spin) ... 535.3 kJ/mol
Total charge ... 0
E_tot ... -671.05943 a.u.
HOMO level ... -8.329 eV